Density functional theory data (ωB97M-V with the def2-TZVPD basis set) for 2 unconnected molecules or ions with the total composition C5H12NO at a distorted geometry.

Its charge is +2. The calculation puts the HOMO-LUMO gap (spin up / spin down) at 7.93 / 5.95 eV. The value obtained for the HOMO energy (spin up / spin down) is -19.36 / -19.35 eV. As for the spin multiplicity: 2. For the energy above the lowest of the compared OMol25 structures with the same formula, charge and spin, the calculation gives 4.2215 eV.

```
19
Properties=species:S:1:pos:R:3:lowdin_spin:R:1
C -1.591 1.734 1.391 0.0226
C -0.158 1.460 1.478 0.0716
C 0.425 0.458 0.425 0.2516
C 1.793 0.238 0.397 0.4100
C -1.603 -0.909 -0.719 0.0833
N -0.461 -0.438 -0.172 0.0482
H -1.950 1.067 2.079 0.0074
H -2.098 1.939 0.374 -0.0006
H -1.813 2.668 1.940 0.0092
H 0.168 1.202 2.495 0.0190
H 0.412 2.337 1.177 0.0351
H 2.529 1.018 0.793 0.0087
H 2.226 -0.552 -0.111 0.0195
H -1.688 -1.997 -0.875 0.0025
H -2.420 -0.070 -0.819 0.0045
H 0.184 -1.120 -0.602 0.0046
H 2.254 -2.540 -2.109 -0.0001
H 1.058 -2.175 -3.136 0.0001
O 1.397 -2.075 -2.229 0.0030
```